# C5H12ClOP

A 2-piece molecular cluster, C5H12ClOP overall (the ωB97M-V functional and the def2-TZVPD basis, the Open Molecules 2025 dataset).

* HOMO energy (spin up / spin down): -8.0390 / -8.0383 eV
* electronic energy: -1074.407700 Ha
* M: 154.58 u
* orbital gap (spin up / spin down): 0.285 / 0.285 Ha

XYZ file:
```
20
Properties=species:S:1:pos:R:3:forces:R:3
C 0.3800 2.4153 1.0467 -0.8 0.0 -1.0
C -1.2826 -2.1091 0.8997 1.5 -1.0 -4.3
C 1.0342 -2.0409 -0.9939 -0.8 -0.4 -0.1
C -0.5223 2.3124 -0.2192 -1.0 2.2 1.7
C -0.0885 1.1961 -0.9982 -1.8 -4.6 -1.3
O 1.2024 -1.0082 1.5384 0.0 0.3 0.2
P 0.2635 -1.1046 0.3981 -0.1 1.3 -0.2
Cl 1.3887 1.3756 -1.8536 0.4 -0.1 -0.3
H 0.2919 3.3623 1.5796 -0.5 -0.3 0.3
H 0.0796 1.5034 1.5744 0.8 0.5 0.7
H 1.4068 2.4037 0.6780 0.1 -0.5 0.3
H -0.7700 -3.0651 0.9619 0.3 -0.4 0.5
H -1.9373 -2.0647 1.7223 -0.5 1.0 0.9
H -1.7996 -2.3259 -0.1006 0.0 0.8 1.4
H 0.2494 -2.6159 -1.4489 -0.9 0.1 -0.8
H 1.5234 -1.4343 -1.7716 -0.1 -0.2 0.6
H 1.6209 -2.8951 -0.6579 0.7 0.6 0.5
H -0.5104 3.2968 -0.7576 0.2 -0.9 0.0
H -1.6034 2.1265 0.0007 0.8 0.2 0.3
H -0.9267 0.6719 -1.5983 1.7 1.1 0.6
```
Positions in Å, forces in eV/Å.

Mulliken population analysis, charges in e, atoms 1 to 8: number 1, C, carries -0.92; number 2, C, carries -1.06; number 3, C, carries -1.05; number 4, C, carries -0.44; number 5, C, carries -0.32; number 6, O, carries -0.64; number 7, P, carries 0.84; number 8, Cl, carries -0.15


# C5H12F12N2O17S4Y

C5H12F12N2O17S4Y as an isolated structure (the ωB97M-V functional and the def2-TZVPD basis, the Open Molecules 2025 dataset).

* total charge: -1
* HOMO energy: -6.3918 eV
* electronic energy: -4416.233385 Ha
* M: 817.30 u
* orbital gap: 0.267 Ha

XYZ file:
```
53
Properties=species:S:1:pos:R:3:forces:R:3
Y 1.0214 0.2489 -0.5103 -3.5 0.8 1.3
C 1.2416 -4.6038 -0.1350 0.7 0.3 -0.2
F 0.0768 -5.2233 -0.0941 -0.1 -0.1 -0.1
F 1.4901 -4.0629 1.0556 -0.1 0.1 0.0
F 2.2155 -5.4981 -0.3710 -0.3 -0.2 0.0
S 1.3421 -3.3071 -1.4818 0.5 0.9 0.2
O 0.9927 -2.0792 -0.7473 -0.2 -0.4 -0.4
O 2.7259 -3.2812 -1.8960 0.0 -0.3 0.0
O 0.3931 -3.6984 -2.4956 -0.1 -0.2 0.1
C 0.6293 1.0545 4.6881 -0.6 0.9 -0.3
F -0.3903 0.8234 5.5061 0.0 -0.4 0.0
F 1.5674 1.6829 5.4155 0.3 -0.2 0.0
F 1.1506 -0.1069 4.2627 0.1 -0.2 0.2
S 0.0790 2.1398 3.2363 0.6 0.7 -0.3
O 0.6434 1.4089 2.0856 0.4 -0.2 0.5
O -1.3439 2.1908 3.2885 -0.1 -0.3 0.1
O 0.7803 3.3841 3.4721 0.1 -0.2 0.1
C -2.5809 -2.3807 1.0226 0.6 0.7 0.5
F -1.6885 -2.9496 0.2167 0.2 -0.5 -0.1
F -3.6865 -2.1733 0.2964 -0.2 -0.1 0.0
F -2.8655 -3.2191 2.0176 -0.2 -0.3 -0.2
S -1.9139 -0.7769 1.7362 -0.2 2.2 -0.1
O -2.9941 0.1518 1.5629 -0.4 -0.6 -0.2
O -1.5377 -1.0543 3.0942 0.4 -0.7 -0.4
O -0.7877 -0.4152 0.8409 0.2 -1.2 -0.4
C -1.2955 3.7304 -2.3161 -0.6 -1.0 0.6
F -0.1309 4.1132 -2.8399 0.1 0.5 0.0
F -2.2472 4.6158 -2.5802 0.2 0.5 -0.2
F -1.6417 2.5965 -2.9879 0.1 0.1 -0.1
S -1.1930 3.3853 -0.4823 0.8 -0.2 1.3
O -0.4916 4.5327 0.0370 0.1 0.1 -0.6
O -2.5159 3.1712 0.0051 -0.4 0.1 -0.8
O -0.3684 2.1688 -0.4716 0.1 -0.1 -0.6
O 2.1118 -0.5603 1.3601 0.5 0.1 0.9
H 2.9660 -0.8071 1.7228 0.0 -0.3 -0.1
H 1.6511 -0.0793 2.0860 -0.5 0.2 0.0
O 3.2194 -0.2938 -0.9704 1.0 -0.1 -1.1
H 3.4208 -0.5274 -1.8869 0.0 -0.3 0.1
H 4.0706 -0.2827 -0.5256 -0.1 0.0 0.2
O 2.3357 2.1499 0.1664 1.2 0.1 -0.2
H 2.4868 3.0667 -0.0840 -0.5 0.1 0.1
H 2.8416 2.0210 0.9775 -0.4 0.1 0.3
O 1.5655 1.7393 -2.4013 0.5 -0.5 -0.6
H 2.2242 2.4410 -2.4061 -0.1 0.1 0.2
H 1.6145 1.3447 -3.2816 -0.3 0.1 0.0
C -1.6696 -0.6571 -2.2661 -0.2 0.2 -1.2
O -0.5279 -0.1448 -2.1898 0.3 -0.2 -0.1
N -2.7948 0.1048 -2.1908 0.3 -0.7 0.2
N -1.8600 -1.9419 -2.6252 0.0 0.4 0.3
H -2.7839 1.0541 -2.5113 0.1 0.2 0.6
H -3.6522 -0.3453 -1.9306 -0.2 0.2 -0.1
H -2.8040 -2.2582 -2.7396 0.0 -0.2 0.0
H -1.0916 -2.5925 -2.7347 0.1 0.0 0.4
```
Positions in Å, forces in eV/Å.

Mulliken population analysis, charges in e, atoms 1 to 8: number 1, Y, carries 0.92; number 2, C, carries 0.73; number 3, F, carries -0.22; number 4, F, carries -0.21; number 5, F, carries -0.25; number 6, S, carries 1.33; number 7, O, carries -0.50; number 8, O, carries -0.73


# C5H12F3O5PSSi2

C5H12F3O5PSSi2 as an isolated structure (the ωB97M-V functional and the def2-TZVPD basis, the Open Molecules 2025 dataset).

* HOMO energy: -9.6376 eV
* electronic energy: -2192.148399 Ha
* M: 328.35 u
* orbital gap: 0.373 Ha

XYZ file:
```
29
Properties=species:S:1:pos:R:3:forces:R:3
C -2.8894 5.5983 -1.0098 0.0 0.1 0.0
C -3.1667 4.5152 -1.4506 0.1 -0.1 -0.1
Si -3.4213 2.8646 -2.1659 -0.2 -0.1 0.3
O -2.4278 1.7931 -1.3706 0.1 0.2 -0.6
Si -1.1221 1.0739 -2.0371 0.1 -0.5 0.0
C 0.3487 2.3133 -2.1694 -0.1 -0.1 0.1
F 0.0654 3.3655 -2.9671 -0.1 0.1 -0.1
F 0.7397 2.8223 -0.9899 0.0 0.1 0.1
F 1.4157 1.6896 -2.7100 0.1 -0.1 -0.1
P -0.5107 -0.6030 -0.6453 -0.4 0.1 0.4
O -1.5669 -0.7762 0.3672 0.1 0.0 0.0
O -0.1261 -1.8916 -1.4886 0.3 0.1 -0.1
O 0.8825 -0.1312 -0.0077 0.0 0.1 0.1
H -2.6372 6.5570 -0.6241 0.0 0.0 0.0
H -4.8107 2.4287 -1.9809 0.0 0.0 0.0
H -3.0648 2.9026 -3.5960 0.0 0.0 0.0
H -1.3650 0.5689 -3.4004 0.0 0.1 0.0
H 0.5301 -2.4147 -0.9860 -0.1 -0.1 0.0
H 0.7690 -0.1679 0.9535 0.2 0.0 -0.1
C 2.3827 -4.5906 2.7039 0.0 0.0 0.0
S 1.3132 -3.1939 2.3502 -0.1 -0.1 0.0
O 1.5750 -2.8215 0.9297 0.0 0.0 -0.2
C 2.2095 -2.0041 3.3531 0.0 0.0 0.0
H 2.0176 -5.4347 2.1230 0.0 0.0 0.0
H 3.4023 -4.3463 2.4080 0.0 0.0 0.0
H 2.3295 -4.8245 3.7669 0.0 0.0 0.0
H 3.2408 -1.9456 3.0071 0.0 0.0 0.0
H 2.1635 -2.3099 4.3980 0.0 0.0 0.0
H 1.7234 -1.0373 3.2390 0.0 0.0 0.0
```
Positions in Å, forces in eV/Å.

Mulliken population analysis, charges in e, atoms 1 to 8: number 1, C, carries 0.39; number 2, C, carries -0.79; number 3, Si, carries 0.29; number 4, O, carries 0.02; number 5, Si, carries 0.04; number 6, C, carries 0.76; number 7, F, carries -0.25; number 8, F, carries -0.25


# C5H12FO2Tl

C5H12FO2Tl as an isolated structure (the ωB97M-V functional and the def2-TZVPD basis, the Open Molecules 2025 dataset).

* total charge: +2
* HOMO energy (spin up / spin down): -19.3089 / -19.3094 eV
* electronic energy: -619.728538 Ha
* M: 327.53 u
* orbital gap (spin up / spin down): 0.292 / 0.292 Ha

XYZ file:
```
21
Properties=species:S:1:pos:R:3:forces:R:3
F 1.1695 -2.3592 0.0935 0.1 0.4 0.1
C -1.9362 0.4118 0.7707 -0.1 0.8 0.2
O -0.7432 -0.3529 0.5051 0.1 -0.7 -1.4
C -0.3709 -1.2667 1.5555 0.6 0.3 0.8
C 0.1379 -2.5792 1.0386 -0.1 -0.3 -0.5
H -2.1554 1.1142 -0.0404 0.3 -0.4 -0.3
H -2.7459 -0.3194 0.8510 -0.1 0.5 0.5
H -1.6992 1.0605 1.6213 -0.7 -0.5 0.3
H -1.2584 -1.4757 2.1657 0.3 0.2 0.1
H 0.4072 -0.7466 2.1320 -0.3 -0.3 0.2
H -0.6245 -3.1256 0.4725 -0.1 -0.1 0.3
H 0.5326 -3.2019 1.8465 -0.1 0.1 -0.1
Tl -0.3228 -1.2049 -1.7846 -0.1 -0.7 -1.3
C 1.2044 2.2883 -2.2507 0.9 0.4 -2.3
O 0.5317 2.0802 -1.0317 0.0 -4.9 2.3
C 0.8563 0.8928 -0.3949 2.2 7.3 2.3
H 0.8294 3.2225 -2.6832 0.0 -0.3 0.2
H 2.2936 2.3580 -2.0943 -0.5 0.1 0.2
H 1.0268 1.4564 -2.9566 -0.1 0.4 0.2
H 0.9530 1.1597 0.6680 -1.7 -0.5 0.0
H 1.9141 0.5878 -0.4842 -0.6 -1.7 -1.9
```
Positions in Å, forces in eV/Å.

Mulliken population analysis, charges in e, atoms 1 to 8: number 1, F, carries -0.29; number 2, C, carries -0.88; number 3, O, carries -0.33; number 4, C, carries -0.15; number 5, C, carries -0.69; number 6, H, carries 0.36; number 7, H, carries 0.40; number 8, H, carries 0.34


# C5H12IN2

An isolated ion of composition C5H12IN2 and charge +1 (the ωB97M-V functional and the def2-TZVPD basis, the Open Molecules 2025 dataset).

* total charge: +1
* HOMO energy: -11.6815 eV
* electronic energy: -604.540137 Ha
* M: 227.07 u
* orbital gap: 0.300 Ha

XYZ file:
```
20
Properties=species:S:1:pos:R:3:forces:R:3
C -1.3458 0.5635 -0.0107 -0.9 2.8 0.7
C -1.2028 0.5756 -1.4969 -0.8 -0.6 -0.7
C 0.1042 -0.2201 1.7012 0.0 0.9 2.4
C 1.1131 -0.1324 -1.1801 2.6 -1.3 -2.5
C 0.9080 -1.2572 2.3377 0.0 -2.7 0.4
N -0.4794 -0.3890 0.5866 -2.1 0.6 2.5
N 0.2181 0.7593 -1.9764 -2.4 -1.3 0.6
I 2.4327 1.0627 -0.0026 -0.3 -0.1 -0.3
H -1.0469 1.5368 0.4428 -0.6 -0.3 -0.3
H -2.4425 0.3981 0.1441 1.0 -0.1 0.4
H -1.4564 -0.4895 -1.7121 0.0 0.9 -0.9
H -1.9064 1.3398 -1.9805 1.0 -1.3 0.6
H -0.2240 0.5999 2.3983 0.4 -0.5 -1.2
H 1.7377 -0.6947 -1.9866 -0.8 1.1 1.6
H 1.4784 -1.9915 1.7315 -0.5 0.8 -0.3
H 0.1256 -1.8798 2.8139 0.0 -0.1 -0.2
H 1.5220 -1.1132 3.2150 0.2 1.3 -0.1
H -0.0614 -0.9474 -0.0912 1.7 -2.2 -1.9
H 0.1459 0.5682 -2.9481 0.5 -0.8 -1.3
H 0.3801 1.7108 -1.9860 1.1 2.8 0.5
```
Positions in Å, forces in eV/Å.

Mulliken population analysis, charges in e, atoms 1 to 8: number 1, C, carries -0.46; number 2, C, carries -0.81; number 3, C, carries 0.06; number 4, C, carries -1.24; number 5, C, carries -1.26; number 6, N, carries 0.15; number 7, N, carries 0.05; number 8, I, carries 0.07


Number 1: strongest force on any atom 0.0989 Eh/bohr. Number 2: strongest force on any atom 0.0749 Eh/bohr. Number 3: strongest force on any atom 0.0122 Eh/bohr. Number 4: strongest force on any atom 0.1555 Eh/bohr. Number 5: strongest force on any atom 0.0743 Eh/bohr.